[1]
Here is C34H38F6N10PSV as an isolated structure at a distorted geometry from the Open Molecules 2025 dataset. Energies are from wB97M-V/def2-TZVPD.

The energy above the lowest of the compared OMol25 structures with the same formula, charge and spin is 0.560 eV. The calculation puts the HOMO-LUMO gap (spin up / spin down) at 6.7 / 4.0 eV. The charge is +3. For the HOMO energy (spin up / spin down), the calculation gives -0.5954 / -0.5953 Ha. The spin multiplicity is 4. As for the LUMO energy (spin up / spin down): -9.5 / -12.2 eV. The calculation puts the energy at -112876.3371 eV.

Structure (XYZ):
```
91
Properties=species:S:1:pos:R:3:forces:R:3
V -1.467 -1.197 -0.334 -1.22 -1.07 -0.19
C -1.369 -1.671 4.009 -0.09 0.00 -0.02
C -1.824 -1.552 2.697 -0.01 0.08 0.07
N -0.951 -1.433 1.697 0.30 0.16 -0.09
C 0.369 -1.446 1.979 0.11 0.01 -0.05
C 0.786 -1.536 3.299 0.02 -0.06 -0.01
N -0.078 -1.643 4.303 0.02 -0.01 -0.02
C 1.269 -1.325 0.805 0.09 0.03 0.02
C 2.649 -1.348 0.821 -0.05 -0.04 0.01
C 3.351 -1.221 -0.386 0.02 0.01 -0.01
C 2.622 -1.027 -1.567 -0.08 -0.02 0.00
C 1.242 -0.985 -1.510 0.12 0.03 -0.02
N 0.603 -1.161 -0.346 -0.37 0.19 0.02
C 0.322 -0.687 -2.634 0.08 0.07 0.06
C 0.702 -0.389 -3.931 0.03 -0.05 -0.03
N -0.191 -0.118 -4.881 0.03 -0.02 0.06
C -1.471 -0.139 -4.553 -0.11 0.00 0.00
C -1.892 -0.421 -3.252 -0.04 -0.04 -0.06
N -0.993 -0.689 -2.310 0.32 0.12 0.19
C 4.823 -1.270 -0.412 0.05 0.00 0.00
C 5.576 -0.671 0.595 -0.07 -0.09 -0.07
C 6.959 -0.742 0.513 0.13 0.07 0.12
N 7.606 -1.367 -0.464 -0.15 0.01 0.00
C 6.880 -1.946 -1.414 0.13 -0.08 -0.11
C 5.493 -1.921 -1.444 -0.05 0.09 0.07
H -2.070 -1.780 4.827 0.00 0.01 0.01
H -2.878 -1.531 2.448 -0.03 0.01 0.02
H 1.837 -1.523 3.561 0.00 -0.01 0.00
H 3.196 -1.497 1.742 0.00 -0.02 0.00
H 3.147 -0.887 -2.501 0.01 0.00 0.00
H 1.744 -0.374 -4.226 0.00 0.01 0.01
H -2.195 0.076 -5.330 0.00 0.00 0.00
H -2.938 -0.443 -2.969 -0.01 0.01 -0.03
H 5.113 -0.134 1.413 0.00 0.01 0.01
H 7.576 -0.273 1.270 -0.01 0.00 0.00
H 7.433 -2.459 -2.192 -0.01 0.00 0.00
H 4.962 -2.431 -2.238 0.00 -0.01 -0.01
F -3.329 -1.210 -0.359 0.94 0.10 0.09
P -5.370 -0.263 0.139 -0.19 0.23 0.41
F -5.621 -0.642 -1.351 0.05 -0.03 -0.07
F -6.682 0.423 0.511 -0.02 -0.03 -0.06
F -4.602 -0.074 1.542 0.12 0.02 -0.11
F -4.547 1.012 -0.364 0.05 -0.06 -0.02
F -5.651 -1.737 0.574 0.04 -0.04 -0.12
C 3.204 4.721 -0.288 0.04 0.00 0.01
C 1.717 4.979 -0.500 -0.01 -0.01 -0.01
C 0.995 3.851 -1.240 0.01 -0.01 -0.01
C 1.101 2.498 -0.548 0.03 0.00 0.10
N 0.616 2.543 0.844 -0.01 0.02 0.01
C -0.593 2.195 1.228 -0.19 -0.13 -0.23
S -1.674 1.472 0.001 0.03 0.35 0.22
N -1.070 2.384 2.434 0.09 0.04 -0.08
C -2.496 2.231 2.781 0.04 0.02 0.10
C -3.293 3.515 2.601 0.00 -0.01 0.02
C -2.959 4.625 3.600 -0.03 -0.01 0.01
C -1.639 5.352 3.345 0.04 0.01 0.01
H 3.688 5.586 0.160 -0.01 0.01 0.00
H 3.707 4.518 -1.234 0.00 0.00 -0.01
H 3.400 3.874 0.378 -0.01 -0.01 0.01
H 1.583 5.891 -1.081 0.01 0.00 0.00
H 1.223 5.180 0.457 -0.01 0.01 0.00
H 1.429 3.731 -2.236 -0.01 0.02 -0.02
H -0.059 4.104 -1.382 -0.01 0.00 0.01
H 2.129 2.138 -0.511 0.01 0.01 -0.03
H 0.509 1.736 -1.070 0.01 0.01 -0.02
H 1.161 3.112 1.484 0.03 -0.02 -0.01
H -0.511 2.932 3.079 0.01 0.00 -0.01
H -2.534 1.870 3.810 -0.04 0.01 -0.02
H -2.889 1.436 2.143 -0.14 -0.14 -0.08
H -4.346 3.242 2.697 0.01 -0.02 0.01
H -3.158 3.876 1.576 -0.04 0.01 -0.01
H -2.972 4.219 4.615 -0.04 0.02 0.01
H -3.772 5.350 3.563 0.02 0.01 -0.04
H -0.767 4.821 3.742 0.01 -0.02 0.00
H -1.631 6.321 3.842 0.00 -0.01 0.01
H -1.481 5.537 2.279 -0.01 0.02 -0.01
N -1.985 -5.371 -0.063 0.02 0.07 -0.02
C -1.990 -4.092 0.303 -0.14 0.02 0.08
N -1.512 -3.286 -0.633 0.16 0.17 -0.05
C -1.179 -4.131 -1.714 0.01 0.05 -0.03
C -0.680 -3.879 -2.996 0.00 -0.04 0.04
C -0.485 -4.956 -3.834 0.00 -0.02 0.00
C -0.773 -6.272 -3.436 0.00 0.00 0.00
C -1.279 -6.540 -2.185 0.01 0.07 0.00
C -1.474 -5.444 -1.349 -0.02 -0.10 0.00
H -2.330 -6.138 0.494 0.01 0.00 -0.01
H -2.377 -3.779 1.259 0.01 0.02 -0.01
H -0.464 -2.888 -3.356 0.00 0.02 0.00
H -0.110 -4.786 -4.834 0.01 0.00 0.00
H -0.605 -7.083 -4.130 0.00 0.00 0.00
H -1.519 -7.546 -1.870 0.00 -0.01 0.00
```
Forces are in eV/Å.

Atomic partial charges in e from the Löwdin method, atoms 1 to 6: number 1, V, carries 0.9084; number 2, C, carries -0.0416; number 3, C, carries -0.0630; number 4, N, carries 0.0141; number 5, C, carries -0.1527; number 6, C, carries -0.0120

---

[2]
Here is C27H48FFeO27 as an isolated structure at a distorted geometry from the Open Molecules 2025 dataset. Energies are from wB97M-V/def2-TZVPD.

The calculation puts the HOMO-LUMO gap (spin up / spin down) at 10.1 / 8.7 eV. For the HOMO energy (spin up / spin down), the calculation gives -0.3606 / -0.3604 Ha. The spin multiplicity is 6. As for the LUMO energy (spin up / spin down): 0.3 / -1.1 eV. The calculation puts the energy at -121163.3026 eV.

Structure (XYZ):
```
104
Properties=species:S:1:pos:R:3:forces:R:3
Fe -0.767 0.604 -0.366 -0.45 0.79 0.94
C 2.269 2.250 -2.478 -0.83 0.18 -0.30
C 1.125 1.747 -1.620 0.62 0.39 -0.38
O -0.079 1.887 -1.880 -2.26 1.30 -1.87
O 1.305 1.014 -0.644 1.97 -1.81 2.69
H 2.354 1.421 -3.180 0.46 0.03 -0.20
H 3.231 2.450 -2.005 -0.28 -0.41 0.32
H 1.987 3.127 -3.060 -0.22 -0.05 0.08
C -4.628 -0.802 -1.105 0.96 1.07 0.05
C -3.212 -0.311 -0.751 0.30 -0.60 1.38
O -2.575 -0.632 0.269 -0.46 -2.30 2.97
O -2.511 0.461 -1.408 -0.02 2.77 -4.50
H -5.279 -0.559 -0.265 0.08 -0.28 0.07
H -4.638 -1.869 -1.326 0.04 0.09 0.14
H -4.988 -0.224 -1.956 0.09 -0.20 -0.08
C -0.429 2.363 3.320 -0.69 -0.11 -0.93
C -0.661 1.626 2.014 1.36 -0.86 -1.50
O -0.204 0.520 1.671 1.79 -4.17 2.61
O -1.096 2.124 0.960 -2.64 4.51 -1.38
H 0.528 2.863 3.170 0.02 0.10 0.14
H -0.390 1.762 4.228 -0.08 -0.19 -0.36
H -1.218 3.113 3.374 0.15 0.07 0.26
C 3.096 4.021 0.838 -0.90 -3.85 2.28
C 2.036 5.020 0.944 -1.24 1.17 -0.01
O 2.587 6.048 0.209 -4.28 3.94 2.26
C 3.616 5.743 -0.389 5.95 -0.25 -5.64
O 4.145 6.374 -1.299 -0.77 -1.21 2.24
O 4.030 4.500 -0.005 1.56 0.79 -1.75
F 1.828 5.422 2.221 -0.27 0.06 0.13
H 2.626 3.080 0.551 0.34 -0.28 -0.73
H 3.541 3.763 1.799 -0.03 0.45 0.32
H 1.100 4.910 0.396 -0.45 -0.97 0.85
C -3.988 4.612 3.456 -0.45 0.39 -1.49
O -4.038 3.298 3.967 -0.12 -1.93 -0.15
C -4.206 2.249 3.090 1.06 0.02 -2.06
O -4.072 2.269 1.854 -0.65 0.52 3.29
O -4.428 1.119 3.795 0.34 1.23 -0.48
C -4.595 -0.083 3.032 -0.47 -0.67 0.14
H -3.638 5.346 4.182 -0.05 -0.60 0.33
H -4.993 4.869 3.121 -0.05 0.29 0.11
H -3.362 4.677 2.566 0.19 -0.16 0.03
H -3.697 -0.561 2.641 0.33 0.65 0.23
H -5.245 0.038 2.166 -0.18 0.34 0.24
H -5.038 -0.754 3.768 -0.09 -0.07 -0.24
C 1.682 -5.633 3.314 1.46 0.48 0.78
O 1.640 -4.372 2.665 0.14 2.13 -1.93
C 2.681 -3.447 2.648 -0.64 -1.95 1.23
O 3.780 -3.663 3.116 -1.20 0.39 -0.69
O 2.227 -2.284 2.121 0.04 -2.41 0.61
C 3.110 -1.224 2.382 0.34 1.41 -1.12
H 1.672 -5.334 4.362 -0.26 -0.95 0.25
H 2.599 -6.180 3.098 0.21 0.19 0.01
H 0.868 -6.289 3.004 -0.29 0.70 0.02
H 2.767 -0.473 1.670 -0.06 0.42 0.43
H 4.135 -1.439 2.080 0.00 -0.31 0.40
H 3.032 -0.890 3.416 0.11 -0.03 -0.09
C -1.457 0.823 -4.603 0.25 0.19 1.34
O -1.358 0.381 -5.951 0.65 -0.76 2.41
C -1.840 1.203 -6.821 -1.26 3.25 0.40
O -2.267 2.354 -6.615 0.82 -2.59 -0.94
O -1.767 0.534 -7.932 0.27 -0.67 -1.10
C -2.234 1.092 -9.122 0.51 -0.04 -0.90
H -0.693 0.351 -3.986 0.21 -0.06 -0.51
H -2.393 0.515 -4.136 -0.25 0.17 -0.35
H -1.336 1.904 -4.523 -0.12 -0.17 -0.08
H -1.666 1.986 -9.383 -0.59 0.50 0.33
H -3.318 1.181 -9.055 0.15 0.38 -0.46
H -1.888 0.384 -9.875 -0.64 -0.18 -0.12
C 7.294 1.084 -3.536 -1.28 -1.43 -0.70
O 5.990 0.933 -2.890 1.63 2.75 -0.24
C 5.452 -0.231 -2.829 0.72 -3.82 -0.61
O 5.860 -1.309 -3.309 -0.76 2.54 0.83
O 4.385 -0.096 -2.072 -1.09 0.25 0.86
C 3.636 -1.275 -1.777 -0.27 -0.11 -1.39
H 7.631 2.120 -3.572 -0.34 -0.19 0.70
H 7.087 0.771 -4.560 0.57 -0.06 -0.13
H 7.944 0.353 -3.057 0.36 0.45 -0.14
H 3.159 -1.571 -2.712 0.21 -0.49 -0.23
H 2.767 -1.016 -1.172 0.70 0.16 0.71
H 4.338 -2.049 -1.464 -0.50 -0.07 0.40
C 0.371 -3.026 -4.294 -1.07 -1.71 -2.08
O 0.228 -1.986 -3.417 -1.10 1.62 4.75
C -0.277 -2.133 -2.104 1.35 -1.55 -0.88
O -0.279 -1.169 -1.353 -0.13 -1.97 -1.22
O -0.591 -3.457 -1.755 1.60 3.43 -3.11
C -1.064 -3.722 -0.477 -1.26 0.05 1.27
H 0.131 -2.633 -5.282 0.00 0.26 -0.03
H -0.407 -3.768 -4.115 0.44 -0.40 0.08
H 1.371 -3.444 -4.410 0.06 -0.01 0.78
H -0.423 -3.313 0.304 0.08 -0.19 -0.01
H -1.185 -4.805 -0.434 0.36 0.11 0.19
H -2.063 -3.294 -0.389 0.00 0.15 0.31
C -1.667 -2.044 3.599 0.83 -0.15 -1.28
O -2.216 -1.782 4.870 -0.70 1.13 -0.31
C -2.203 -2.773 5.695 1.91 -3.17 3.04
O -1.604 -3.857 5.583 -1.60 2.15 -0.50
O -2.783 -2.398 6.874 -0.43 0.23 -0.76
C -2.918 -3.377 7.922 0.51 0.01 -0.09
H -2.193 -2.881 3.140 0.13 0.00 -0.04
H -0.597 -2.245 3.649 -0.05 -0.36 0.26
H -1.729 -1.166 2.956 -0.42 0.07 0.35
H -3.821 -3.976 7.801 0.20 -0.15 -0.36
H -3.025 -2.868 8.880 0.07 0.44 -0.31
H -2.006 -3.972 7.966 -0.27 -0.25 -0.10
```
Forces are in eV/Å.

Atomic partial charges in e from the Löwdin method, atoms 1 to 6: number 1, Fe, carries 1.1817; number 2, C, carries 0.0466; number 3, C, carries -0.6836; number 4, O, carries -0.0197; number 5, O, carries -0.0460; number 6, H, carries 0.0930

---

[3]
Here is a 2-piece molecular cluster, C4H4S overall at a distorted geometry from the Open Molecules 2025 dataset. Energies are from wB97M-V/def2-TZVPD.

The energy above the lowest of the compared OMol25 structures with the same formula, charge and spin is 4.337 eV. The calculation puts the HOMO-LUMO gap at 10.1 eV. For the HOMO energy, the calculation gives -0.3726 Ha. The spin multiplicity is 1. As for the LUMO energy: 0.0 eV. The calculation puts the energy at -15043.3421 eV.

Structure (XYZ):
```
9
Properties=species:S:1:pos:R:3:forces:R:3
C 0.458 -0.137 1.609 -0.68 0.45 1.58
C 0.604 0.521 0.627 0.92 -0.36 -0.98
C -2.323 -2.423 0.061 -0.06 -0.20 0.11
C 0.767 0.871 -0.753 0.18 -0.84 -1.62
S -1.971 -1.183 -0.742 -0.22 -0.02 -0.07
H 0.095 -0.304 2.586 0.15 -0.63 0.44
H -0.080 0.293 -1.233 0.80 1.41 -0.10
H 1.680 0.402 -1.242 -0.82 0.74 0.91
H 0.772 1.960 -0.914 -0.26 -0.56 -0.26
```
Forces are in eV/Å.

Atomic partial charges in e from the natural (NBO) method, atoms 1 to 6: number 1, C, carries -0.2493; number 2, C, carries -0.0066; number 3, C, carries -0.1552; number 4, C, carries -0.6983; number 5, S, carries 0.1580; number 6, H, carries 0.2335